Record 1
{
  "formula": "C6H7N",
  "method": "ωB97M-V with the def2-TZVPD basis set",
  "symbols": ["C", "C", "C", "C", "C", "N", "C", "H", "H", "H", "H", "H", "H", "H"],
  "xyz": [[1.19594, -1.48592, -1.64060], [0.88231, -0.20978, -1.39810], [0.01658, 0.14557, -0.25252], [0.58304, 0.76112, 0.91945], [-0.43100, 0.81326, 1.84273], [-1.61105, 0.64070, 1.15807], [-1.33967, 0.18925, -0.11348], [1.57988, -1.81200, -2.60257], [0.99393, -2.29425, -0.94515], [1.58066, 0.57202, -1.69391], [1.63104, 0.84119, 1.09762], [-0.44416, 1.36640, 2.76827], [-2.49346, 0.55723, 1.63230], [-2.14406, -0.08479, -0.77214]],
  "nbo_charge": [-0.3732, -0.1967, -0.1497, -0.2842, -0.0703, -0.5105, -0.0592, 0.1933, 0.1933, 0.2101, 0.2188, 0.2060, 0.4083, 0.2142],
  "mol_weight_g_mol": 93.129,
  "orbital_gap_ev": 9.4,
  "smiles": "C=Cc1cc[nH]c1",
  "e_lumo_ha": 0.039,
  "e_above_lowest_kj_mol": 179.86,
  "homo_ha": -0.3070
}

***

Record 2
{
  "formula": "C6H7N",
  "method": "ωB97M-V with the def2-TZVPD basis set",
  "symbols": ["C", "C", "C", "C", "N", "C", "C", "H", "H", "H", "H", "H", "H", "H"],
  "xyz": [[1.18259, -0.35123, -0.58893], [-0.03895, -1.11987, -0.44840], [-1.19619, -0.22134, -0.21144], [-0.79462, -0.54759, 1.17532], [-0.24939, 0.68844, 1.51390], [0.91089, 0.96638, -0.01060], [-0.53635, 1.14274, 0.15269], [1.14721, 0.32784, -1.50732], [2.16458, -0.81921, -0.49454], [-0.13862, -2.15767, -0.76303], [-2.15498, -0.34310, -0.69854], [-0.94231, -1.37770, 1.85622], [1.67193, 1.74139, 0.02408], [-1.02084, 2.10179, -0.00063]],
  "nbo_charge": [-0.4559, -0.2552, -0.2879, -0.0336, -0.4134, -0.0875, -0.1136, 0.2790, 0.2429, 0.2344, 0.2241, 0.2213, 0.2391, 0.2064],
  "mol_weight_g_mol": 93.129,
  "orbital_gap_ev": 8.7,
  "e_lumo_ha": 0.040,
  "e_above_lowest_kj_mol": 507.10,
  "homo_ha": -0.2814
}

***

Record 3
{
  "formula": "C6H7N",
  "method": "ωB97M-V with the def2-TZVPD basis set",
  "symbols": ["C", "C", "C", "C", "C", "C", "N", "H", "H", "H", "H", "H", "H", "H"],
  "xyz": [[-1.24465, 1.52334, 0.30997], [-0.47175, 0.67146, -0.49787], [-0.00495, 0.00627, -1.52688], [0.58830, -0.36700, -0.16596], [0.38161, -1.72979, 0.38612], [1.90272, 0.22916, 0.04976], [2.85315, 0.80307, 0.29970], [-1.70724, 2.49509, -0.07194], [-0.76812, 1.84272, 1.27593], [-2.09200, 0.88723, 0.84970], [-0.14798, -0.11339, -2.63842], [1.16870, -2.15742, 0.88218], [-0.03598, -2.55666, -0.27416], [-0.42180, -1.53407, 1.12186]],
  "nbo_charge": [-0.6832, 0.0493, -0.1513, -0.1816, -0.6141, 0.2729, -0.3453, 0.2506, 0.2465, 0.2462, 0.2462, 0.2291, 0.2232, 0.2114],
  "mol_weight_g_mol": 93.129,
  "orbital_gap_ev": 10.5,
  "smiles": "CC1=C[C@@]1(C)C#N",
  "e_lumo_ha": 0.028,
  "e_above_lowest_kj_mol": 354.05,
  "homo_ha": -0.3596
}

***

Record 4
{
  "formula": "C6H7N",
  "method": "ωB97M-V with the def2-TZVPD basis set",
  "symbols": ["C", "C", "N", "C", "C", "C", "C", "H", "H", "H", "H", "H", "H", "H"],
  "xyz": [[3.75063, 0.56204, -0.22813], [2.94314, -0.31572, -0.31056], [1.99161, -1.13014, -0.22267], [0.80425, -1.03747, 0.23512], [-0.49352, -1.55853, 0.31133], [-0.29751, -0.10847, 0.67489], [-0.89013, 0.88030, -0.36732], [4.60582, 1.15062, -0.41072], [-1.06941, -1.75223, -0.65610], [-0.58787, -2.39912, 0.95320], [-0.33335, 0.27267, 1.62214], [-0.04405, 1.37794, -0.87543], [-1.61476, 1.45183, 0.07679], [-1.15809, 0.16281, -1.17469]],
  "nbo_charge": [-0.3097, 0.1631, -0.4446, 0.3682, -0.4710, -0.2845, -0.5950, 0.2291, 0.2304, 0.2417, 0.2255, 0.2246, 0.2186, 0.2036],
  "mol_weight_g_mol": 93.129,
  "orbital_gap_ev": 8.8,
  "smiles": "C#C/N=C1/C[C@@H]1C",
  "e_lumo_ha": 0.011,
  "e_above_lowest_kj_mol": 506.73,
  "homo_ha": -0.3120
}

***

Record 5
{
  "formula": "C6H7N",
  "method": "ωB97M-V with the def2-TZVPD basis set",
  "symbols": ["N", "C", "C", "C", "C", "C", "C", "H", "H", "H", "H", "H", "H", "H"],
  "xyz": [[-0.77754, 0.87728, -2.02995], [-0.28830, 0.46947, -0.95148], [-0.18784, 0.83436, 0.49781], [1.21702, 0.21942, 0.48609], [0.67285, -0.87845, -0.45222], [-0.51830, -1.49752, 0.08767], [-1.03471, -0.36752, 0.96637], [-0.38013, 1.83183, 0.88681], [1.95800, 0.83677, -0.02630], [1.59563, -0.10813, 1.45854], [1.34333, -1.48622, -1.07430], [-0.65208, 0.13553, -2.71504], [-2.11539, -0.23822, 0.85424], [-0.83255, -0.62862, 2.01175]],
  "nbo_charge": [-0.5958, 0.4123, -0.3130, -0.3959, -0.4132, 0.0972, -0.5443, 0.2354, 0.2216, 0.2132, 0.2286, 0.3620, 0.2422, 0.2497],
  "mol_weight_g_mol": 93.129,
  "orbital_gap_ev": 8.7,
  "e_lumo_ha": 0.010,
  "e_above_lowest_kj_mol": 486.65,
  "homo_ha": -0.3095
}

***

Record 6
{
  "formula": "C6H7N",
  "method": "ωB97M-V with the def2-TZVPD basis set",
  "symbols": ["N", "C", "C", "C", "C", "C", "C", "H", "H", "H", "H", "H", "H", "H"],
  "xyz": [[-0.98059, 0.85431, -1.95377], [-0.37881, 0.57570, -0.91956], [-0.09657, 0.85470, 0.51448], [1.28423, 0.21178, 0.52756], [0.85673, -0.99135, -0.29955], [-0.50613, -1.29880, -0.31813], [-1.06088, -0.33409, 0.77151], [-0.24187, 1.81377, 1.01651], [2.02823, 0.80963, -0.01131], [1.65245, -0.00167, 1.53523], [1.61406, -1.61506, -0.78885], [-1.10844, -0.04469, -2.42407], [-2.10411, -0.07243, 0.57703], [-0.95829, -0.76182, 1.77291]],
  "lowdin_charge": [0.1946, -0.2194, -0.2319, -0.1511, -0.1260, -0.0750, -0.1876, 0.1421, 0.1169, 0.1194, 0.1043, 0.0889, 0.1074, 0.1175],
  "mol_weight_g_mol": 93.129,
  "orbital_gap_ev": 8.6,
  "e_lumo_ha": 0.024,
  "e_above_lowest_kj_mol": 545.48,
  "homo_ha": -0.2922
}

***

Record 7
{
  "formula": "C6H7N",
  "method": "ωB97M-V with the def2-TZVPD basis set",
  "symbols": ["C", "C", "C", "C", "C", "C", "N", "H", "H", "H", "H", "H", "H", "H"],
  "xyz": [[-1.95997, 1.07994, -0.46615], [-0.85825, 0.24150, 0.20741], [0.19876, -0.24060, -0.54564], [1.64019, -0.84414, -0.67348], [2.86845, -0.66852, -0.14816], [3.78279, 0.32223, 0.09777], [4.36933, 1.28552, 0.02530], [-3.07294, 0.96200, -0.22587], [-1.87777, 1.09559, -1.47033], [-1.79708, 2.12489, -0.05482], [-0.85578, 0.21995, 1.22405], [-0.16465, -0.25032, -1.65879], [1.59525, -1.64586, -1.40166], [3.50429, -1.65419, 0.06345]],
  "nbo_charge": [-0.6314, -0.1211, -0.2500, -0.0848, -0.3397, 0.2261, -0.2820, 0.2211, 0.2088, 0.2261, 0.1921, 0.1822, 0.2132, 0.2397],
  "mol_weight_g_mol": 93.129,
  "orbital_gap_ev": 8.3,
  "smiles": "C/C=C/C=C\\C#N",
  "e_lumo_ha": -0.021,
  "e_above_lowest_kj_mol": 454.09,
  "homo_ha": -0.3269
}

***

Record 8
{
  "formula": "C6H7N",
  "method": "ωB97M-V with the def2-TZVPD basis set",
  "symbols": ["C", "C", "C", "C", "C", "C", "N", "H", "H", "H", "H", "H", "H", "H"],
  "xyz": [[0.21263, -1.00108, 1.57117], [-0.19959, -0.02790, 0.57200], [0.22038, -2.24963, 2.10032], [-0.61917, 1.69703, -1.19969], [0.58996, 0.88908, -1.47002], [-0.56297, 0.24657, -0.73527], [0.77668, 0.31125, 1.36972], [0.63596, -2.44283, 3.13699], [-0.19458, -3.12050, 1.50464], [-0.55810, 2.48111, -0.47502], [-1.25472, 1.87923, -1.97620], [0.85055, 0.57634, -2.44948], [1.35175, 1.13201, -0.77181], [-1.24879, -0.37069, -1.17736]],
  "mulliken_spin": [-0.0241, 0.6040, 0.5452, 0.0305, 0.1062, 0.0173, 0.6672, 0.0203, 0.0193, 0.0045, -0.0053, 0.0004, 0.0058, 0.0088],
  "mol_weight_g_mol": 93.129,
  "orbital_gap_ev": [6.5, 7.4],
  "multiplicity": 3,
  "e_lumo_ha": [0.037, -0.076],
  "e_above_lowest_kj_mol": 208.82,
  "homo_ha": [-0.2010, -0.3484]
}

***

Record 9
{
  "formula": "C6H7N",
  "method": "ωB97M-V with the def2-TZVPD basis set",
  "symbols": ["C", "C", "C", "C", "C", "C", "N", "H", "H", "H", "H", "H", "H", "H"],
  "xyz": [[1.10192, -0.82657, -0.09338], [-0.04619, -1.51658, 0.07944], [1.13612, 0.59263, -0.06180], [-1.04419, 0.67644, 0.01426], [1.88459, 1.65695, 0.00418], [-1.37907, -0.79095, -0.02481], [-1.61777, 1.72712, -0.02018], [1.97447, -1.34785, -0.18229], [-0.23021, -2.63707, 0.03007], [1.33001, 2.53333, 0.14188], [2.91359, 1.51737, 0.02210], [-1.98343, -0.96169, -0.89329], [-1.99694, -1.19215, 0.71296], [-2.64238, 1.90944, -0.15077]],
  "mulliken_spin": [0.0457, 0.1348, 0.6252, 0.5138, 0.0739, 0.1937, 0.2145, 0.0282, 0.0073, 0.0303, 0.0247, 0.0055, 0.0033, 0.0991],
  "mol_weight_g_mol": 93.129,
  "orbital_gap_ev": [5.5, 7.0],
  "multiplicity": 3,
  "e_lumo_ha": [0.029, -0.054],
  "e_above_lowest_kj_mol": 244.18,
  "homo_ha": [-0.1719, -0.3121]
}

***

Record 10
{
  "formula": "C6H7N",
  "method": "ωB97M-V with the def2-TZVPD basis set",
  "symbols": ["C", "C", "N", "C", "C", "C", "C", "H", "H", "H", "H", "H", "H", "H"],
  "xyz": [[-0.04446, -1.23787, -0.85695], [1.04751, -1.82109, -0.26403], [1.84241, -0.86878, 0.41312], [1.10283, 0.35001, 0.46328], [-0.04824, 0.16257, -0.30783], [-1.21173, 1.00474, -0.46773], [-1.69864, 1.73612, 0.55002], [-1.01527, -1.50394, -1.48280], [1.45127, -2.83056, -0.28480], [2.70149, -0.99958, 0.74222], [1.59233, 1.24605, 0.77229], [-1.81977, 0.81901, -1.40356], [-2.60732, 2.25948, 0.56533], [-1.29240, 1.68385, 1.56144]],
  "mulliken_spin": [-0.0492, 0.1209, 0.0598, 0.3089, 0.2476, 0.0165, 0.2572, -0.0001, 0.0037, -0.0044, 0.0075, 0.0097, 0.0145, 0.0074],
  "mol_weight_g_mol": 93.129,
  "orbital_gap_ev": [10.1, 6.5],
  "multiplicity": 2,
  "e_lumo_ha": [-0.154, -0.281],
  "e_above_lowest_kj_mol": 209.54,
  "total_charge": 1,
  "homo_ha": [-0.5250, -0.5209]
}

***

Record 11
{
  "formula": "C6H7N2",
  "method": "ωB97M-V with the def2-TZVPD basis set",
  "symbols": ["C", "C", "C", "C", "C", "C", "N", "N", "H", "H", "H", "H", "H", "H", "H"],
  "xyz": [[-0.19406, -1.10507, 0.08409], [-1.44089, -0.63320, 0.11731], [-0.05139, 1.13316, -0.14057], [-3.04009, -0.65477, 0.15115], [-2.93457, 0.65377, -0.16418], [2.02350, -0.07867, 0.03199], [-1.36964, 0.72678, 0.04976], [0.62482, -0.01248, -0.08432], [0.15302, -2.10615, 0.11336], [0.27868, 2.17330, 0.01470], [-3.74548, -1.50794, -0.10297], [-3.52014, 1.55482, -0.11650], [2.39801, 0.86116, 0.10369], [2.48484, -0.49092, -0.80865], [2.43667, -0.77921, 0.89030]],
  "nbo_charge": [-0.0564, 0.1663, 0.2723, -0.1805, 0.0635, -0.4129, -0.3615, -0.2742, 0.2598, 0.2713, 0.2957, 0.2556, 0.2255, 0.2329, 0.2426],
  "mol_weight_g_mol": 107.136,
  "orbital_gap_ev": 9.4,
  "e_lumo_ha": -0.164,
  "e_above_lowest_kj_mol": 301.18,
  "total_charge": 1,
  "homo_ha": -0.5090
}

***

Record 12
{
  "formula": "C6H7N2O2",
  "method": "ωB97M-V with the def2-TZVPD basis set",
  "symbols": ["N", "C", "C", "C", "C", "O", "O", "C", "C", "N", "H", "H", "H", "H", "H", "H", "H"],
  "xyz": [[2.65810, -0.75785, 0.56888], [1.41120, -0.20750, 0.16979], [0.25156, -0.94752, 0.32208], [-0.95454, -0.38854, -0.05250], [-2.22007, -1.19716, 0.10518], [-2.22092, -2.36328, -0.04358], [-3.33669, -0.47408, 0.31584], [-1.01024, 0.88891, -0.59456], [0.16786, 1.58112, -0.74765], [1.33281, 1.02876, -0.36001], [2.98478, -0.27577, 1.40281], [3.33772, -0.64726, -0.17923], [0.29082, -1.94396, 0.72390], [-3.12530, 0.25364, 0.91658], [-1.94250, 1.32389, -0.90564], [0.18489, 2.57002, -1.16975], [2.19052, 1.55659, -0.47213]],
  "nbo_charge": [-0.8142, 0.4193, -0.1929, -0.0318, 0.7494, -0.4632, -0.6470, -0.2292, 0.0964, -0.4365, 0.4024, 0.3947, 0.2869, 0.4904, 0.2714, 0.2537, 0.4503],
  "mol_weight_g_mol": 139.134,
  "orbital_gap_ev": 9.4,
  "smiles": "Nc1cc(C(=O)O)cc[nH+]1",
  "e_lumo_ha": -0.196,
  "e_above_lowest_kj_mol": 0.00,
  "total_charge": 1,
  "homo_ha": -0.5415
}

***

Repeat the tenth record exactly.
{
  "formula": "C6H7N",
  "method": "ωB97M-V with the def2-TZVPD basis set",
  "symbols": ["C", "C", "N", "C", "C", "C", "C", "H", "H", "H", "H", "H", "H", "H"],
  "xyz": [[-0.04446, -1.23787, -0.85695], [1.04751, -1.82109, -0.26403], [1.84241, -0.86878, 0.41312], [1.10283, 0.35001, 0.46328], [-0.04824, 0.16257, -0.30783], [-1.21173, 1.00474, -0.46773], [-1.69864, 1.73612, 0.55002], [-1.01527, -1.50394, -1.48280], [1.45127, -2.83056, -0.28480], [2.70149, -0.99958, 0.74222], [1.59233, 1.24605, 0.77229], [-1.81977, 0.81901, -1.40356], [-2.60732, 2.25948, 0.56533], [-1.29240, 1.68385, 1.56144]],
  "mulliken_spin": [-0.0492, 0.1209, 0.0598, 0.3089, 0.2476, 0.0165, 0.2572, -0.0001, 0.0037, -0.0044, 0.0075, 0.0097, 0.0145, 0.0074],
  "mol_weight_g_mol": 93.129,
  "orbital_gap_ev": [10.1, 6.5],
  "multiplicity": 2,
  "e_lumo_ha": [-0.154, -0.281],
  "e_above_lowest_kj_mol": 209.54,
  "total_charge": 1,
  "homo_ha": [-0.5250, -0.5209]
}